Entry 1:
The following is a quantum chemistry calculation of a 2-piece molecular cluster, C4H8BrN2 overall, from OMol25.

The value obtained for the total energy is -2840.4056 a.u. As for the multiplicity: 1. Its charge is +1. The gap between HOMO and LUMO comes out at 10.84 eV.

The geometry in XYZ format:
```
15
Properties=species:S:1:pos:R:3:forces:R:3
Br -2.051635 -2.696178 -0.106961 0.389 0.493 0.195
N -0.256508 -0.456131 -0.336122 -0.142 -0.439 -0.160
N -0.571650 -1.327759 1.840995 -0.068 -0.436 0.812
C -1.249507 -1.109961 0.664368 -4.446 2.914 -0.105
C 1.054587 -0.576110 0.355078 0.772 -0.209 0.376
C 0.656127 -1.073165 1.724573 0.002 0.180 -0.481
C -0.609543 0.929222 -0.695308 -0.287 0.766 -0.253
H -2.393143 -0.120933 0.888906 3.611 -3.011 -0.725
H -0.276692 -1.015952 -1.194502 0.072 -0.017 0.210
H 1.568931 0.383955 0.409205 -0.110 0.001 -0.155
H 1.350360 -1.209990 2.535374 0.202 0.033 0.164
H 1.712309 -1.298544 -0.136291 -0.142 0.116 -0.095
H 0.112889 1.321933 -1.409636 0.075 -0.119 0.068
H -0.614800 1.553711 0.195870 0.026 -0.124 0.059
H -1.596615 0.952049 -1.156764 0.044 -0.147 0.089
```
Positions in Å, forces in eV/Å.

Entry 2:
The following is a quantum chemistry calculation of one molecule with the formula C4H3N3O, from OMol25.

The value obtained for the total energy is -393.6055 a.u. The SMILES is C1=NC2=NOCC2=N1. As for the multiplicity: 1. Its charge is 0. The gap between HOMO and LUMO comes out at 8.96 eV.

The geometry in XYZ format:
```
11
Properties=species:S:1:pos:R:3:forces:R:3
O 0.130207 -1.016552 1.698061 -0.664 -1.202 2.127
N 0.776001 0.094256 1.453570 1.390 2.907 -2.863
N -0.934383 0.031661 -1.463570 1.551 1.103 0.288
N 0.839345 1.535728 -0.716611 -2.539 -1.344 -0.288
C -0.693307 -1.476551 0.653695 0.997 -0.266 -2.393
C 0.609702 0.448442 0.173722 -0.542 -1.494 1.308
C -0.373585 -0.482887 -0.413781 -0.664 1.531 0.076
C -0.126057 1.274550 -1.610107 0.981 -0.469 -0.803
H -0.276362 1.858319 -2.592779 0.276 -0.761 2.011
H -0.281120 -2.468947 0.402282 -0.653 0.142 0.019
H -1.751434 -1.469793 0.871113 -0.133 -0.147 0.519
```
Positions in Å, forces in eV/Å.

Entry 3:
The following is a quantum chemistry calculation of C27H46BrNP2PtS as an isolated structure, from OMol25.

The value obtained for the total energy is -4884.5455 a.u. As for the multiplicity: 3. Its charge is +2. The gap between HOMO and LUMO (spin up / spin down) comes out at 5.18 / 4.75 eV.

The geometry in XYZ format:
```
79
Properties=species:S:1:pos:R:3:forces:R:3
Pt 1.398321 -0.260585 -0.101531 -1.019 0.373 1.673
Br 1.409495 -0.414177 2.825785 -0.063 0.792 0.746
S -0.636962 1.433780 3.476605 0.161 -1.551 0.539
P -0.194187 -1.960440 0.325579 0.721 0.261 -0.890
P 4.215907 -0.749520 0.480372 -3.552 -0.644 -0.821
N -6.810287 5.041522 -4.690119 0.018 0.377 0.652
C -3.017731 -1.554099 0.870837 -0.495 0.025 0.415
C 0.837949 -2.809653 -0.970969 -0.747 -0.289 0.414
C -1.162913 1.104767 -2.371080 1.083 0.598 0.824
C -2.421811 1.608926 -0.292718 1.692 0.937 1.863
C -3.373182 2.151891 -2.486804 -0.512 1.376 0.889
C -5.297368 3.293400 -4.124398 0.077 0.758 0.568
C -0.005393 1.224925 -0.259394 0.227 -0.232 -1.042
C -5.007256 3.903276 -2.865912 -0.427 0.302 -1.486
C 4.124739 -2.069313 1.807280 -0.514 0.117 1.637
C -1.173655 1.629466 0.456063 -0.965 -0.749 -1.372
C -0.268048 -3.184192 1.694912 0.817 0.700 0.738
C -1.945594 -1.872284 -0.172058 0.465 0.178 -0.972
C -0.000897 2.598338 4.637663 0.259 0.337 0.475
C -1.083388 -0.016417 4.487417 -0.962 0.122 0.028
C -5.697694 5.079327 -2.546196 0.267 -0.473 -0.431
C -2.346105 1.494395 -1.683447 0.797 0.311 -1.033
C 0.129172 -2.837753 -2.321438 0.199 -0.313 -0.680
C 5.275455 -2.085168 2.878916 -0.285 -0.088 -0.451
C -6.152345 3.914465 -5.008739 -0.141 0.297 0.752
C 0.124984 1.149521 -1.706357 -2.093 -0.382 -0.130
C 4.229167 -1.362891 -1.266356 1.163 -0.792 -1.097
C 5.883108 1.526986 0.359006 -0.466 -0.009 0.489
C -6.609267 5.601543 -3.473924 -0.222 -0.294 -0.754
C -1.326877 -4.295457 1.577619 -0.045 -0.128 -0.013
C -3.937980 3.343908 -2.047117 1.175 -1.113 0.371
C 4.393691 1.061926 0.761145 1.321 1.279 0.068
C 5.476716 -2.331931 -1.571484 -0.294 0.540 -0.147
H 3.196848 -1.787451 -1.534097 2.296 0.343 0.188
H 0.537813 2.060808 5.429573 -0.204 0.396 -0.110
H 3.549187 1.639537 0.247858 1.383 -0.837 0.428
H 4.360748 -0.478882 -1.938786 -0.181 -0.437 0.651
H -2.015631 -1.201562 -1.048859 0.001 -0.403 0.338
H -3.431376 1.821389 0.166140 1.473 -0.059 -0.362
H -0.842562 3.209105 5.011179 0.469 -0.317 0.064
H 5.449118 -3.297246 -1.027985 -0.147 0.660 -0.063
H -2.036934 0.230281 4.998686 0.633 -0.295 -0.100
H -6.291061 3.449339 -5.988226 -0.261 0.480 0.193
H -3.536027 -2.475827 1.189595 0.314 0.500 -0.067
H -1.219570 -0.911041 3.832088 0.068 0.987 0.443
H 0.688969 3.243473 4.078373 -0.162 -0.122 0.242
H -0.683249 -3.592995 -2.348685 0.471 0.492 0.024
H 5.496668 -2.596702 -2.653805 0.018 0.321 0.722
H 6.076226 2.589506 0.638714 -0.248 -0.815 -0.035
H 4.238843 1.281331 1.848269 0.087 -0.488 -0.784
H -4.807073 2.394879 -4.471206 -0.236 0.130 0.038
H -1.482889 -4.651222 0.551008 0.066 0.066 0.236
H -0.966658 -5.153862 2.155145 -0.055 0.169 -0.102
H 3.117956 -1.846166 2.328707 1.758 -0.469 -0.733
H 6.204814 -2.466770 2.426481 -0.320 0.174 0.206
H 5.475279 -1.090934 3.297146 -0.108 -0.188 -0.151
H 5.000371 -2.748981 3.721710 0.076 0.307 -0.522
H 4.032115 -3.113787 1.416208 0.096 1.082 -0.401
H -3.790450 -0.907342 0.425513 0.366 -0.214 0.142
H -0.282872 -1.851473 -2.599113 0.193 -0.406 0.111
H -0.354238 -2.623847 2.642500 0.017 -0.428 -0.364
H -1.108169 1.929205 1.529470 -0.400 -0.683 -1.790
H -3.564192 1.838732 -3.530209 0.233 -0.154 1.180
H 6.625013 0.863069 0.887604 -0.763 0.733 -0.473
H -2.041271 -2.919066 -0.520742 -0.277 0.535 -0.150
H 1.090596 1.189597 -2.304693 -1.311 -0.211 0.924
H -5.475204 5.575419 -1.611337 -0.175 0.135 0.028
H 6.083171 1.463315 -0.725674 -0.294 -0.172 0.461
H 1.839552 -2.294256 -1.068047 -1.112 -0.757 0.368
H -2.647299 -1.033221 1.770243 -0.045 -0.203 -0.348
H 0.749297 -3.606636 1.677015 -0.260 0.066 0.262
H 0.880247 -3.118709 -3.081725 -0.519 0.091 0.159
H 6.440033 -1.797375 -1.303262 -1.164 -0.594 -0.339
H -0.260774 -0.207609 5.175659 -0.223 -0.009 0.059
H -7.197910 6.521217 -3.245648 0.582 -0.868 -0.275
H -2.295904 -4.010743 2.010802 0.399 0.012 -0.262
H -3.533745 3.968091 -1.138467 -1.000 -1.619 -1.656
H -1.285145 0.971593 -3.448846 0.513 0.263 0.224
H 0.987551 -3.814696 -0.545401 0.313 0.184 -0.426
```
Positions in Å, forces in eV/Å.

Entry 4:
The following is a quantum chemistry calculation of BeH12O6 as an isolated structure, from OMol25.

The value obtained for the total energy is -472.9133 a.u. As for the multiplicity: 1. Its charge is +2. The gap between HOMO and LUMO comes out at 12.23 eV.

The geometry in XYZ format:
```
19
Properties=species:S:1:pos:R:3:forces:R:3
O 0.328883 -0.937823 2.303726 1.189 0.212 0.346
O -1.426199 0.356190 0.494970 0.041 1.360 -1.185
O -0.502345 -0.051276 -2.077658 -0.696 0.968 0.085
O -0.435603 -2.027491 -0.065906 -0.493 -1.555 -4.113
O 0.379783 2.443464 -0.655480 -0.294 -1.108 -0.124
O 1.326322 -0.004697 0.020418 0.132 -0.835 -0.093
Be -0.216842 -0.389035 -0.428265 -0.448 0.171 0.286
H -1.106224 0.704453 -2.332793 0.643 -1.066 0.503
H 1.085118 -1.445985 2.672469 -0.778 0.257 0.086
H 0.285846 3.296015 -1.039106 -0.136 1.258 -1.399
H -1.855598 1.246115 0.259945 0.663 -1.889 0.742
H -0.533806 -2.815150 -0.729980 0.085 2.255 1.098
H 0.463655 2.729533 0.239500 0.326 -0.099 1.524
H 1.928771 0.398118 -0.597283 0.323 1.059 -0.721
H 0.557145 -0.015991 2.551150 -0.372 -0.691 -0.005
H 1.858651 -0.733473 0.378945 -0.335 -0.059 0.413
H -1.977206 -0.229666 1.034776 -0.313 0.398 0.077
H -0.341262 -2.489750 0.734260 0.307 -0.393 2.490
H 0.180912 -0.033553 -2.763687 0.157 -0.243 -0.009
```
Positions in Å, forces in eV/Å.